Entry 1:
ORCA calculation (wB97M-V/def2-TZVPD) on a 2-piece molecular cluster, C5H14N2O overall.

Geometry as XYZ:
```
22
C5H14N2O | the Open Molecules 2025 dataset | wB97M-V/def2-TZVPD
C 1.827 0.250 -0.148
C -0.327 2.064 -0.163
C -0.127 0.664 -0.689
N 2.217 -0.760 -1.131
O -0.351 0.366 -1.846
H 1.630 -0.668 -1.959
H 3.174 -0.636 -1.449
H 2.286 1.232 -0.328
H 2.198 -0.037 0.847
H 0.040 2.176 0.856
H 0.208 2.753 -0.815
H -1.390 2.319 -0.218
C -1.733 -0.174 1.458
C -0.835 -1.848 -0.085
N -0.653 -0.520 0.526
H 0.457 -0.400 0.764
H -2.672 -0.033 0.916
H -1.766 -1.879 -0.654
H -1.865 -0.968 2.194
H -1.494 0.749 1.984
H -0.822 -2.608 0.698
H -0.002 -2.046 -0.757
```

Total charge: 0
E_HOMO, eV: -7.90
Spin multiplicity: 1
M, g/mol: 118.18
E, eV: -10436.681
Orbital gap, eV: 8.67

---

Entry 2:
ORCA calculation (wB97M-V/def2-TZVPD) on C35H34ClN5O4SZr as an isolated structure.

Geometry as XYZ:
```
81
C35H34ClN5O4SZr | the Open Molecules 2025 dataset | wB97M-V/def2-TZVPD
Zr 0.051 -0.668 -0.732
O -1.830 1.495 2.806
C -2.476 2.404 2.048
C -3.424 3.224 2.658
C -4.120 4.159 1.920
C -3.897 4.288 0.549
C -2.951 3.503 -0.066
C -2.210 2.556 0.668
C -1.204 1.751 0.001
O -0.578 0.776 0.617
N -0.889 2.057 -1.254
N 0.046 1.224 -1.745
C 0.730 1.475 -2.809
C 1.761 0.505 -3.133
C 2.548 0.599 -4.281
C 3.537 -0.347 -4.491
C 3.706 -1.364 -3.561
C 2.881 -1.388 -2.442
N 1.939 -0.478 -2.217
H -1.222 0.998 2.224
H -3.580 3.116 3.719
H -4.841 4.794 2.408
H -4.460 5.006 -0.024
H -2.751 3.589 -1.122
H 0.586 2.380 -3.398
H 2.385 1.407 -4.978
H 4.165 -0.295 -5.366
H 4.455 -2.127 -3.701
H 2.982 -2.169 -1.691
Cl -3.271 0.300 -6.953
C -2.429 -0.290 -5.574
C -1.233 -1.001 -5.748
C -0.542 -1.474 -4.659
C -0.982 -1.240 -3.339
O -0.299 -1.715 -2.327
C -2.224 -0.535 -3.168
C -2.821 -0.465 -1.871
N -2.146 -0.785 -0.810
C -2.664 -0.962 0.472
C -3.826 -0.435 1.005
C -4.176 -0.686 2.342
C -3.409 -1.496 3.137
C -2.224 -2.073 2.634
C -1.391 -2.925 3.389
C -0.257 -3.439 2.812
C 0.075 -3.066 1.502
N -0.656 -2.238 0.776
C -1.823 -1.773 1.304
C -2.929 -0.085 -4.305
H -0.873 -1.188 -6.748
H 0.360 -2.054 -4.794
H -3.888 -0.230 -1.820
H -4.466 0.201 0.411
H -5.067 -0.228 2.745
H -3.684 -1.693 4.161
H -1.662 -3.173 4.405
H 0.380 -4.120 3.354
H 0.961 -3.473 1.022
H -3.873 0.425 -4.186
C 3.600 -3.035 3.642
C 4.000 -1.568 3.562
C 3.742 -0.993 2.173
S 1.951 -0.608 1.996
O 1.718 -0.759 0.489
C 1.987 1.217 2.309
C 2.245 2.070 1.069
C 3.702 2.487 0.881
H 3.753 -3.420 4.647
H 4.201 -3.624 2.956
H 2.553 -3.168 3.381
H 5.063 -1.487 3.790
H 3.456 -0.982 4.308
H 3.959 -1.730 1.400
H 4.314 -0.087 1.991
H 2.728 1.384 3.089
H 1.003 1.423 2.731
H 1.644 2.979 1.153
H 1.901 1.522 0.173
H 4.062 3.031 1.753
H 3.770 3.158 0.027
H 4.350 1.634 0.694
```

Total charge: +2
E_HOMO, eV: -13.13
Spin multiplicity: 1
M, g/mol: 747.43
E, eV: -77117.135
Orbital gap, eV: 6.52

---

Entry 3:
ORCA calculation (wB97M-V/def2-TZVPD) on a 14-piece molecular cluster, C5H36N3O13 overall.

Geometry as XYZ:
```
57
C5H36N3O13 | the Open Molecules 2025 dataset | wB97M-V/def2-TZVPD
C -1.061 1.190 -0.659
C -0.320 0.115 0.168
C 1.141 0.288 0.247
C 1.864 1.413 0.521
N 3.230 1.168 0.353
C 3.298 -0.086 -0.060
N 2.084 -0.621 -0.258
N -2.237 1.594 0.175
H -1.333 0.874 -1.674
H -0.453 2.070 -0.739
H -0.768 0.085 1.177
H -0.768 -0.827 -0.196
H 1.580 2.401 0.829
H 4.291 -0.467 -0.301
H 1.776 -1.526 -0.625
H -2.339 1.639 1.186
H -2.478 2.618 0.068
H -3.112 1.018 0.034
H -1.828 4.519 0.733
H -2.725 4.431 1.928
O -2.665 4.094 1.026
H -0.870 -2.021 -2.165
H -1.556 -3.172 -1.338
O -1.534 -2.229 -1.509
H -3.469 -0.202 2.500
H -1.965 0.240 3.026
O -2.660 0.291 2.346
H 0.234 -0.248 4.242
H -0.583 0.498 5.146
O -0.525 0.361 4.187
H 0.832 -3.014 -4.247
H 1.101 -2.339 -2.886
O 0.536 -2.977 -3.327
H 0.434 1.562 2.798
H -0.854 2.384 3.045
O -0.106 2.275 2.452
H 2.125 -3.933 0.330
H 0.857 -3.944 -0.384
O 1.738 -3.517 -0.452
H 2.995 -0.274 -4.333
H 3.004 -1.135 -3.194
O 2.362 -0.845 -3.864
H -3.988 0.136 -2.593
H -3.355 -0.855 -1.710
O -3.900 -0.052 -1.650
H 0.406 -0.216 -4.175
H 0.768 0.617 -3.059
O -0.032 0.431 -3.572
H 2.384 -1.934 4.085
H 2.836 -0.435 4.151
O 2.168 -1.065 4.439
H 0.461 4.934 0.954
H 0.634 4.227 -0.360
O -0.059 4.613 0.192
H -1.158 -5.284 -1.609
H -1.202 -5.494 0.036
O -0.748 -5.188 -0.750
```

Total charge: +1
E_HOMO, eV: -11.11
Spin multiplicity: 1
M, g/mol: 346.35
E, eV: -36851.918
Orbital gap, eV: 8.79

---

Entry 4:
ORCA calculation (wB97M-V/def2-TZVPD) on an isolated molecule of C2H5N5O.

Geometry as XYZ:
```
13
C2H5N5O | the Open Molecules 2025 dataset | wB97M-V/def2-TZVPD
H 3.519 0.567 -0.134
N 2.970 -0.191 0.175
C 1.753 0.044 -0.186
N 0.927 1.125 -0.194
C -0.201 0.662 -0.067
N -1.557 1.097 -0.076
N -0.115 -0.701 0.348
N -1.147 -1.511 -0.210
O 1.007 -1.058 -0.283
H -1.363 2.181 0.054
H -2.037 0.448 0.707
H -2.002 -1.005 -0.910
H -1.753 -1.657 0.776
```

Total charge: 0
E_HOMO, eV: -9.30
Spin multiplicity: 1
SMILES string: [H]/N=c1\nc(N)n(N)o1
M, g/mol: 115.10
E, eV: -11647.716
Orbital gap, eV: 9.42

---

Entry 5:
ORCA calculation (wB97M-V/def2-TZVPD) on an isolated molecule of C2H2N2O.

Geometry as XYZ:
```
7
C2H2N2O | the Open Molecules 2025 dataset | wB97M-V/def2-TZVPD
O 1.021 1.182 -0.035
C 1.082 -0.082 0.013
N 0.034 -0.869 0.032
C -1.096 -0.082 -0.007
N -1.007 1.188 -0.053
H 2.003 -0.671 0.045
H -2.036 -0.666 0.005
```

Total charge: 0
E_HOMO (alpha / beta), eV: -10.67 / -10.67
Spin multiplicity: 1
M, g/mol: 70.05
E, eV: -7130.844
Orbital gap (alpha / beta), eV: 8.91 / 8.91

---

Entry 6:
ORCA calculation (wB97M-V/def2-TZVPD) on an isolated molecule of C4H8NO2.

Geometry as XYZ:
```
15
C4H8NO2 | the Open Molecules 2025 dataset | wB97M-V/def2-TZVPD
C -1.177 1.306 -0.287
N -0.605 0.628 0.830
C 0.012 -1.466 -0.449
C 0.467 -0.338 0.569
C 1.768 0.277 0.103
O 2.179 0.930 1.115
O 2.146 0.071 -1.104
H -1.646 0.559 -0.856
H -0.392 1.738 -0.936
H -1.801 2.206 0.074
H -1.311 0.051 1.273
H 0.904 -1.999 -0.673
H -0.708 -2.077 0.144
H -0.548 -1.105 -1.354
H 0.714 -0.779 1.552
```

Total charge: 0
E_HOMO (alpha / beta), eV: -9.46 / -9.37
Spin multiplicity: 2
M, g/mol: 102.11
E, eV: -9859.737
Orbital gap (alpha / beta), eV: 10.23 / 6.16

---

For each record above, in turn, the calculated largest force on an atom values are 2.92 2.86 3.96 6.25 2.53 4.82 eV Å⁻¹.
For each record above, in turn, the calculated energy above the lowest of the compared OMol25 structures with the same formula, charge and spin values are 4.347 1.212 0.937 4.829 3.000 1.485 eV.